# C44H34GaN10O2PS2Se

A molecular structure, C44H34GaN10O2PS2Se in a non-equilibrium geometry (ωB97M-V/def2-TZVPD, the Open Molecules 2025 dataset).

XYZ file:
```
95
Properties=species:S:1:pos:R:3:lowdin_charge:R:1
Ga -0.54609 1.62017 0.28511 0.401
C -5.69524 5.60120 -0.65722 -0.086
C -4.74975 6.62271 -0.52035 -0.083
C -3.42756 6.33569 -0.24947 -0.015
C -3.06312 5.00005 -0.11785 -0.103
C -1.80544 4.35718 0.12969 -0.272
N -1.97674 2.98777 0.09057 0.126
C -3.30208 2.73055 -0.13136 -0.265
N -3.88553 1.54571 -0.16263 0.209
C -3.22572 0.42336 -0.13238 -0.349
C -3.87707 -0.86430 -0.08761 -0.132
C -5.22049 -1.19174 -0.18688 0.002
C -5.55064 -2.53408 -0.22159 -0.063
C -4.56512 -3.50741 -0.11058 -0.071
C -3.22479 -3.17760 0.02171 -0.078
C -2.86989 -1.83715 0.02080 -0.154
C -1.59094 -1.11858 -0.06023 -0.370
N -0.43450 -1.69284 -0.10178 0.108
C 0.72424 -1.03632 -0.49761 -0.590
N 0.87096 0.37300 -0.21820 0.076
C 2.17492 0.66523 -0.03593 -0.283
N 2.76110 1.80064 0.25281 0.194
C 2.09399 2.92645 0.39592 -0.302
N 0.74808 3.09390 0.33013 0.123
C 0.47011 4.44623 0.46813 -0.270
N -0.69417 5.01603 0.35985 0.207
C 1.70370 5.15510 0.69304 -0.098
C 1.99671 6.49560 0.90791 -0.009
C 3.32106 6.84461 1.09882 -0.078
C 4.33656 5.88458 1.08976 -0.084
C 4.05554 4.54843 0.87311 -0.013
C 2.73010 4.19220 0.66194 -0.109
C 2.96804 -0.53815 -0.10452 -0.118
C 4.34029 -0.68237 0.00422 0.000
C 4.85911 -1.96238 0.00074 -0.072
C 4.00263 -3.05018 -0.09850 -0.058
C 2.62837 -2.89275 -0.21911 -0.020
C 2.09246 -1.61833 -0.24094 -0.142
N -1.86554 0.23610 -0.13974 0.048
C -4.01306 3.97052 -0.26875 -0.104
C -5.34499 4.27269 -0.52482 -0.015
H -6.71713 5.86128 -0.89318 0.099
H -5.06629 7.65166 -0.62698 0.100
H -2.68254 7.10957 -0.16257 0.109
H -5.96672 -0.41675 -0.27655 0.115
H -6.58139 -2.83145 -0.34860 0.105
H -4.84544 -4.54904 -0.16082 0.108
H -2.48440 -3.95136 0.08881 0.071
H 1.20382 7.22655 0.92830 0.112
H 3.57815 7.88098 1.26990 0.102
H 5.35814 6.20008 1.25348 0.100
H 4.82446 3.79150 0.88144 0.110
H 4.95663 0.19673 0.09670 0.112
H 5.92515 -2.12100 0.07699 0.103
H 4.41341 -4.05038 -0.07671 0.106
H 2.01220 -3.76124 -0.31255 0.071
H -6.07055 3.48235 -0.62014 0.109
Se -2.10468 0.06462 2.64889 1.371
N -0.65811 1.04997 2.26880 -0.191
C 0.06611 1.21018 3.39100 -0.291
C 1.29542 1.87443 3.50277 0.010
C 1.88222 1.96452 4.73777 -0.045
C 1.28409 1.40015 5.88083 -0.065
C 0.10974 0.70207 5.79894 -0.011
C -0.52298 0.58702 4.54669 -0.360
N -1.67034 -0.05911 4.32090 -0.213
H 1.76923 2.28553 2.62531 0.095
H 2.83116 2.47218 4.83275 0.114
H 1.78019 1.51105 6.83353 0.108
H -0.34972 0.23845 6.65721 0.117
C -0.13051 -4.74388 0.53227 -0.064
C -0.06435 -5.17406 -0.93329 -0.461
C 0.71560 -6.48304 -1.05461 -0.038
O 0.58008 -4.18598 -1.75382 -0.331
P -0.17109 -3.16973 -2.75464 0.084
S -2.10211 -3.39557 -2.82907 0.401
S 0.65313 -1.22918 -2.47609 0.800
O 0.38833 -3.50479 -4.20617 -0.325
C 1.67035 -3.89484 -4.71188 -0.437
C 2.77047 -2.90140 -4.38265 -0.074
C 2.01987 -5.29924 -4.24179 -0.046
H 0.84296 -4.81334 1.01240 0.078
H -0.80942 -5.41217 1.05953 0.089
H -0.47332 -3.71424 0.61321 0.044
H -1.08120 -5.30981 -1.32216 0.087
H 1.77721 -6.31061 -0.88553 0.081
H 0.58872 -6.94119 -2.03124 0.074
H 0.35709 -7.17397 -0.29441 0.084
H 1.50268 -3.89680 -5.79535 0.145
H 2.91354 -2.83825 -3.30718 0.053
H 2.52294 -1.91099 -4.75757 0.072
H 3.69922 -3.22501 -4.84795 0.086
H 2.31081 -5.27941 -3.19604 0.065
H 2.84056 -5.70346 -4.82766 0.085
H 1.15910 -5.95114 -4.36748 0.086
```

Values from the calculation:
E_LUMO (spin up / spin down) = -1.70 / -1.71 eV
gap between HOMO and LUMO (spin up / spin down) = 4.45 / 4.43 eV

=====

# C44H35AsCoN2O3PS2Te

A molecular structure, C44H35AsCoN2O3PS2Te (ωB97M-V/def2-TZVPD, the Open Molecules 2025 dataset).

XYZ file:
```
90
Properties=species:S:1:pos:R:3:lowdin_spin:R:1
Co -0.34595 -0.03026 1.07653 2.657
S -0.70028 -2.46335 0.77544 0.081
C 1.00982 -2.46081 0.62311 0.009
S 1.78994 -0.92272 0.87491 0.073
C 1.74959 -3.57674 0.26106 0.002
C 1.11623 -4.80696 -0.05530 0.003
N 0.62270 -5.81084 -0.33677 0.003
C 3.16368 -3.52595 0.12480 0.002
N 4.31047 -3.50806 0.00512 0.001
O -2.77487 2.01241 2.66414 0.004
C -2.22924 2.07009 1.56866 0.009
O -0.97725 1.99195 1.31279 0.035
C -3.07991 2.21584 0.28268 0.001
P -2.09568 1.51522 -1.06121 0.006
C -0.98765 2.79845 -1.69041 0.000
C -1.44066 3.73827 -2.61189 0.000
C -0.57236 4.68532 -3.13322 0.000
C 0.75947 4.68510 -2.75010 0.000
C 1.21530 3.75396 -1.82753 0.000
C 0.34405 2.82074 -1.29164 0.001
C -3.20252 1.13952 -2.43610 0.002
C -2.82700 0.09474 -3.27680 0.000
C -3.60358 -0.22470 -4.37792 0.000
C -4.76631 0.48825 -4.63739 0.000
C -5.15875 1.51348 -3.78878 0.000
C -4.37918 1.83698 -2.68798 0.000
H -3.27638 3.27259 0.08806 0.000
H -4.03303 1.69255 0.38718 0.000
H -2.46921 3.72026 -2.95150 0.000
H -0.93135 5.40327 -3.85854 0.000
H 1.44611 5.40442 -3.17725 0.000
H 2.25637 3.74644 -1.53250 0.000
H 0.69698 2.09305 -0.57287 0.002
H -1.93837 -0.48131 -3.04895 0.000
H -3.29993 -1.03774 -5.02454 0.000
H -5.37626 0.23545 -5.49506 0.000
H -6.07398 2.05879 -3.98062 0.000
H -4.69561 2.63330 -2.02493 0.000
C -0.32468 1.05363 4.82323 0.007
Te -1.14818 -0.50234 3.61924 0.048
C 0.54668 -1.57558 4.33764 0.004
C 0.82912 -0.97519 5.68764 0.002
C 1.49004 -1.67551 6.68805 0.000
C 1.72156 -1.08928 7.92403 0.000
C 1.29060 0.20571 8.16655 0.000
C 0.62970 0.91155 7.17098 0.001
C 0.39554 0.33241 5.93139 0.002
H -1.11222 1.71917 5.16450 0.000
H 0.36104 1.61990 4.19182 0.001
H 1.35649 -1.40357 3.62699 0.001
H 0.33928 -2.64194 4.37723 0.000
H 1.81867 -2.68985 6.49848 0.000
H 2.23019 -1.64832 8.69929 0.000
H 1.46018 0.66371 9.13270 0.000
H 0.28341 1.92048 7.35991 0.000
O -1.39628 0.23862 -0.68905 0.038
As 1.16263 -0.03235 -3.02760 0.000
C 1.41571 1.15291 -4.56837 0.000
C 2.65536 1.55955 -5.04613 0.000
C 2.74257 2.50432 -6.06039 0.000
C 1.59488 3.04890 -6.61424 0.000
C 0.35125 2.64756 -6.14547 0.000
C 0.26680 1.71555 -5.12290 0.000
C 0.48718 -1.64327 -3.89998 0.000
C 0.12915 -1.74329 -5.23860 0.000
C -0.45085 -2.91260 -5.71765 0.000
C -0.67345 -3.98479 -4.86602 0.000
C -0.31821 -3.89114 -3.52656 0.000
C 0.24870 -2.72071 -3.04664 0.000
C 3.01664 -0.56226 -2.75186 0.000
C 3.60896 -1.65316 -3.37496 0.000
C 4.93272 -1.97360 -3.11162 0.000
C 5.67665 -1.19917 -2.23589 0.000
C 5.09307 -0.10515 -1.61462 0.000
C 3.76548 0.20368 -1.86472 0.001
H 3.56143 1.13802 -4.62660 0.000
H 3.71716 2.81153 -6.42058 0.000
H 1.66784 3.78381 -7.40618 0.000
H -0.55393 3.07016 -6.56427 0.000
H -0.71058 1.43239 -4.74464 0.000
H 0.31037 -0.91862 -5.91851 0.000
H -0.72082 -2.98529 -6.76468 0.000
H -1.12384 -4.89385 -5.24403 0.000
H -0.48739 -4.71529 -2.84519 0.000
H 0.49799 -2.64758 -1.99318 0.000
H 3.03146 -2.27160 -4.05244 0.000
H 5.37565 -2.84594 -3.57471 0.000
H 6.70091 -1.46696 -2.01244 0.000
H 5.66047 0.48621 -0.90742 0.000
H 3.29995 1.03112 -1.33982 0.000
```

Values from the calculation:
spin multiplicity = 4
net charge = -1
relative energy (zero: lowest compared OMol25 entry of this formula, charge and spin) = 0.00 kcal/mol
expectation value of S² = 3.76
E_LUMO (spin up / spin down) = 2.18 / 2.17 eV
gap between HOMO and LUMO (spin up / spin down) = 7.06 / 7.05 eV

=====

# C44H35Br2N14O4RbS3Se

A molecular structure, C44H35Br2N14O4RbS3Se (ωB97M-V/def2-TZVPD, the Open Molecules 2025 dataset).

XYZ file:
```
104
Properties=species:S:1:pos:R:3:lowdin_charge:R:1
Rb -0.22685 0.53586 -0.37807 0.846
N -4.49948 -0.43645 -2.51174 0.020
C -3.89996 -0.06946 -1.37029 -0.192
N -2.84157 0.65536 -1.65132 0.072
C -2.83424 0.68915 -3.01247 -0.331
N -3.83022 0.04149 -3.57843 0.127
C -1.75904 1.35329 -3.77378 -0.206
C -1.83684 1.53429 -5.15195 -0.081
N -0.85279 2.09873 -5.84266 0.073
C 0.21813 2.47515 -5.14765 -0.113
C 0.29635 2.30662 -3.77319 -0.087
N -0.69465 1.75287 -3.08337 0.099
H -5.23664 -1.11396 -2.62839 0.084
H -4.21925 -0.38745 -0.38843 0.111
H -2.71632 1.20867 -5.69483 0.108
H 1.03538 2.92028 -5.70245 0.105
H 1.16958 2.62060 -3.21121 0.105
C 1.05828 1.65051 2.62348 -0.078
O -0.05891 0.79585 2.36276 -0.240
C -0.82049 0.43037 3.41087 -0.232
C -0.59964 0.88225 4.70205 -0.049
C -1.43233 0.43956 5.71918 -0.668
Br -1.14572 1.10614 7.48209 0.689
C -2.45478 -0.44269 5.49711 -0.091
C -2.69233 -0.89194 4.18784 -0.059
C -1.89892 -0.44099 3.14118 -0.184
O -2.21324 -0.73340 1.84149 -0.041
C -3.81434 -1.84184 4.01849 -0.236
N -4.48527 -2.31396 5.04785 0.155
C -5.45127 -3.13174 4.50563 -0.240
C -6.45277 -3.87254 5.13509 -0.037
C -7.32351 -4.59632 4.34195 -0.124
C -7.20471 -4.59466 2.94193 -0.114
C -6.21340 -3.87247 2.30234 -0.036
C -5.33950 -3.14497 3.10680 -0.180
N -4.29272 -2.29980 2.82314 0.177
H 1.73670 1.19111 3.34330 0.079
H 0.71068 2.62514 2.97620 0.099
H 1.58445 1.77753 1.68037 0.065
H 0.19907 1.57257 4.91912 0.099
H -3.08743 -0.80610 6.29169 0.096
H -1.76735 -1.55395 1.46666 0.067
H -6.53077 -3.87666 6.21577 0.100
H -8.11218 -5.17903 4.80327 0.085
H -7.90452 -5.17271 2.35030 0.090
H -6.11592 -3.88740 1.22595 0.007
H -3.89361 -2.15911 1.89405 0.088
Br 7.93038 -4.76989 -1.33956 0.679
C 7.70471 -3.00333 -2.01655 -0.693
C 8.09126 -2.73161 -3.31824 -0.149
C 7.94390 -1.44464 -3.80788 -0.058
C 7.38395 -0.43340 -3.02522 -0.314
C 7.00249 -0.73740 -1.71563 -0.016
C 7.16916 -2.01705 -1.20731 -0.129
N 7.41466 0.87487 -3.56432 0.023
N 6.57110 1.78049 -3.33007 0.031
C 5.29140 1.67433 -2.79669 -0.261
C 4.88506 2.86919 -2.18653 -0.047
C 3.73203 3.00104 -1.45048 -0.032
C 2.82057 1.92202 -1.30026 -0.417
O 1.80051 1.99045 -0.57722 -0.246
C 3.12636 0.70957 -2.09500 -0.153
N 2.16049 -0.23422 -2.11851 0.083
C 2.35216 -1.32611 -2.82415 -0.165
C 3.48382 -1.51723 -3.62259 -0.050
C 4.45745 -0.55361 -3.63600 -0.015
C 4.33795 0.59031 -2.82149 -0.097
H 8.51035 -3.51322 -3.93790 0.089
H 8.25536 -1.19942 -4.81690 0.103
H 6.56970 0.02910 -1.08470 0.121
H 6.84682 -2.24174 -0.19979 0.077
H 5.58234 3.69662 -2.26144 0.102
H 3.49792 3.92099 -0.92762 0.101
H 1.56757 -2.07531 -2.78195 0.097
H 3.58134 -2.40964 -4.22730 0.101
H 5.30844 -0.67199 -4.28893 0.102
S 3.81301 -2.50665 0.29090 0.511
C 3.38001 -1.61252 1.64175 -2.030
S 4.44847 -0.48755 2.28529 0.455
S 1.89035 -1.89327 2.36915 0.542
Se -5.10460 -3.44953 -1.11665 0.980
N -3.87215 -4.25533 -2.15970 -0.284
C -2.68925 -3.97536 -1.59671 -0.417
C -1.44504 -4.44360 -2.05265 -0.041
C -0.30511 -4.10281 -1.33885 -0.094
C -0.40124 -3.29088 -0.21394 -0.152
N -1.55718 -2.78355 0.24061 0.071
C -2.69600 -3.12239 -0.40976 -0.440
N -3.89559 -2.70285 0.01183 -0.291
H -1.40214 -5.06202 -2.94054 0.100
H 0.66979 -4.46534 -1.64012 0.097
H 0.48984 -3.02018 0.34294 0.034
C -3.09949 4.14469 -0.50492 -0.036
N -3.67968 3.18681 0.41272 -0.188
C -5.00999 2.70560 0.13702 -0.070
C -2.96204 2.73626 1.47295 -0.318
O -1.86042 3.13926 1.78870 0.032
H -3.56725 5.12832 -0.39941 0.087
H -3.23361 3.79523 -1.53074 0.083
H -2.03854 4.23126 -0.28849 0.089
H -5.75620 3.49413 0.28178 0.085
H -5.24708 1.87675 0.80411 0.086
H -5.08151 2.35387 -0.89460 0.074
H -3.49124 1.95460 2.04292 0.141
```

Values from the calculation:
net charge = -2
relative energy (zero: lowest compared OMol25 entry of this formula, charge and spin) = 0.96 kcal/mol
E_LUMO (spin up / spin down) = 3.05 / 3.06 eV
gap between HOMO and LUMO (spin up / spin down) = 5.70 / 5.10 eV